A cluster of 8 separate species, C19H33Cl14N in total at a distorted geometry. Source: the Open Molecules 2025 dataset; level of theory: ωB97M-V/def2-TZVPD.

CARTESIAN COORDINATES (ANGSTROEM)
Cl  -4.5584  -3.8823  0.4326
C  -5.2655  -2.4924  -0.5705
C  -6.2298  -1.8534  0.3294
Cl  -7.1493  -0.6258  -0.5651
H  -5.8455  -2.9372  -1.3792
H  -4.4898  -1.7983  -0.8940
H  -5.7927  -1.3601  1.1976
H  -6.9192  -2.6358  0.6467
Cl  -2.6235  -3.1157  -3.0067
C  -0.9785  -3.5641  -2.4888
C  0.0275  -3.2834  -3.6359
Cl  0.6134  -1.6222  -3.7059
H  -1.0337  -4.6481  -2.3893
H  -0.7445  -2.9797  -1.5990
H  -0.1892  -3.6046  -4.6547
H  0.8492  -3.8247  -3.1669
Cl  -0.1274  -2.9815  1.4196
C  -0.0485  -4.2614  2.6479
C  1.3792  -4.7942  2.8116
Cl  1.4273  -5.8909  4.2097
H  -0.6632  -5.0895  2.2951
H  -0.4261  -3.8325  3.5761
H  2.0121  -3.9161  2.9399
H  1.6911  -5.2064  1.8520
Cl  -1.9696  4.2979  5.1087
C  -0.3146  4.6912  4.4977
C  0.5012  3.3627  4.5538
Cl  -0.0750  2.2647  3.2263
H  0.1657  5.4429  5.1241
H  -0.2628  5.0453  3.4682
H  0.5390  2.8704  5.5255
H  1.5006  3.6750  4.2507
Cl  -2.3596  -0.3552  0.2305
C  -0.7009  0.1182  0.1547
C  -0.6154  1.4407  -0.5957
Cl  1.0193  2.0156  -0.3974
H  -0.2392  -0.7130  -0.3782
H  -0.3858  0.1407  1.1979
H  -1.2476  2.2332  -0.1951
H  -0.7869  1.3305  -1.6665
Cl  1.0322  2.8140  -6.6627
C  0.6106  2.1420  -5.0559
C  1.8552  2.2215  -4.1109
Cl  3.3074  1.3681  -4.8100
H  0.2032  1.1336  -5.1279
H  -0.2627  2.6469  -4.6429
H  1.5422  1.7532  -3.1778
H  2.1440  3.2289  -3.8110
Cl  0.7520  7.0104  -2.4027
C  -0.1447  6.4733  -0.9342
C  -1.4817  5.8396  -1.3290
Cl  -1.1728  4.2848  -2.1243
H  -0.0891  7.3355  -0.2696
H  0.4639  5.6791  -0.5017
H  -1.9859  6.4651  -2.0657
H  -2.1636  5.7285  -0.4859
N  5.0390  -1.2665  2.6121
C  4.2172  -0.7131  1.6676
C  3.3958  -1.4112  0.7929
C  3.5335  -2.7698  0.8529
C  4.3687  -3.4385  1.6858
C  5.1584  -2.6123  2.5100
H  3.9090  0.2918  1.9159
H  2.6343  -0.9854  0.1563
H  2.9100  -3.4616  0.3060
H  4.4560  -4.5131  1.6232
H  6.0843  -2.9053  2.9824

Cartesian forces (eV/Å) of the 2 atoms listed first:
0.0 0.8 -0.8
0.6 -0.9 0.1

Values from the calculation:
ΔE to the lowest compared entry with this formula, charge and spin, kcal per mole: 37.9
Spin multiplicity: 1
Maximum force, eV/A: 2.69
SMILES string: c1ccncc1.ClCCCl.ClCCCl.ClCCCl.ClCCCl.ClCCCl.ClCCCl.ClCCCl
LUMO level, hartree: 0.00783